(1)
# C2H3NO2

A cluster of 2 separate species, C2H3NO2 in total at a distorted geometry (ωB97M-V/def2-TZVPD, OMol25).

```
8
Properties=species:S:1:pos:R:3:forces:R:3
O 0.050 -0.822 -2.105 -0.95 0.47 -1.12
C 0.811 -0.040 -2.473 0.96 -1.48 2.63
N -0.097 -0.745 1.188 0.61 0.20 -0.79
C -0.652 0.418 1.542 -0.52 1.47 0.03
O -1.470 1.112 0.911 0.46 -0.68 -0.23
H 1.761 -0.063 -1.714 -0.34 1.00 -1.00
H -0.092 -0.713 0.162 -0.26 -0.51 0.04
H -0.312 0.853 2.491 0.03 -0.48 0.43
```
Positions in Å, forces in eV/Å.

Summary:
Energy: -282.99599 Ha
ΔE to the lowest compared entry with this formula, charge and spin: 164.4 kcal/mol
Maximum force: 0.06157 hartree/bohr
Orbital gap: 3.89 eV

How is the electron density shared among the atoms? According to Löwdin, the charges in e are: atom 1 (O): 0.1065, atom 2 (C): 0.0671, atom 3 (N): 0.1241, atom 4 (C): -0.5002, atom 5 (O): -0.0361, atom 6 (H): 0.1546, atom 7 (H): -0.0180, atom 8 (H): 0.1020

(2)
# C2H3NO2

The molecule C2H3NO2 at a distorted geometry (ωB97M-V/def2-TZVPD, OMol25).

```
8
Properties=species:S:1:pos:R:3:forces:R:3
N -3.452 0.023 -0.198 -0.59 -0.14 0.31
C -2.332 -0.028 0.026 0.15 0.74 -0.70
C -0.867 -0.042 -0.059 1.04 1.46 -0.79
O -0.386 -1.190 0.538 0.81 0.33 2.88
O -0.350 1.200 0.536 -3.52 -2.00 0.19
H -0.577 -0.038 -1.189 -0.51 -0.32 1.97
H -0.362 -1.041 1.574 -0.23 -0.34 -3.06
H 0.524 1.240 0.264 2.83 0.27 -0.81
```
Positions in Å, forces in eV/Å.

Summary:
Energy: -283.20294 Ha
ΔE to the lowest compared entry with this formula, charge and spin: 34.6 kcal/mol
SMILES: N#CC(O)O
Maximum force: 0.07876 hartree/bohr
Orbital gap: 12.08 eV

How is the electron density shared among the atoms? According to Löwdin, the charges in e are: atom 1 (N): 0.1757, atom 2 (C): -0.1476, atom 3 (C): -0.4427, atom 4 (O): -0.0165, atom 5 (O): 0.0148, atom 6 (H): 0.1885, atom 7 (H): 0.1805, atom 8 (H): 0.0475